# 1
62
Properties=species:S:1:pos:R:3 method="wB97M-V/def2-TZVPD" e_tot_ha=-1304.7281 gap_ev=10.31 charge=+1 homo_energy_ha=-0.4452
O -0.0725 -0.3937 0.1780
H 0.5636 -0.4005 0.8969
H 0.3698 -0.3180 -0.6707
H -0.6013 0.4069 0.2126
C -1.2242 -2.1240 -5.3069
O -0.7225 -2.0047 -3.9755
C -0.8396 -0.6139 -3.5787
C 0.5505 0.0558 -3.3705
N 1.1584 -0.6538 -2.2395
C 2.4866 -0.0623 -2.1347
C 3.2288 -0.7850 -1.0649
O 2.3558 -1.3343 0.1040
C 2.7770 -2.5236 0.7455
H -0.3949 -1.7466 -5.9052
H -2.0892 -1.5975 -5.7102
H -1.4055 -3.1477 -5.6342
H -1.2815 -0.7110 -2.5871
H -1.5524 -0.0856 -4.2119
H 0.3999 1.1118 -3.1463
H 1.2715 -0.0423 -4.1821
H 1.3830 -1.5957 -2.5267
H 2.3452 0.9517 -1.7607
H 3.0800 0.0667 -3.0399
H 4.1836 -0.2998 -0.8622
H 3.6221 -1.7210 -1.4613
H 3.6368 -2.9337 0.2158
H 2.0103 -3.2309 1.0617
H 3.3348 -2.2229 1.6323
C -2.6426 -2.0086 -0.8297
O -2.4535 -1.5949 0.5572
C -3.2856 -0.6079 1.1963
C -3.1061 0.8297 0.7464
N -1.7319 1.4133 0.9811
C -1.6247 2.7852 0.5268
C -0.7730 2.9349 -0.7055
O 0.6016 2.3684 -0.8221
C 1.4422 2.9362 0.1969
H -3.5466 -2.6013 -0.9699
H -1.8304 -2.5875 -1.2695
H -2.7865 -1.1308 -1.4597
H -3.2258 -0.8824 2.2495
H -4.3465 -0.6959 0.9623
H -3.8161 1.3855 1.3587
H -3.4804 0.9850 -0.2655
H -1.7540 1.5163 1.9856
H -1.3400 3.4331 1.3558
H -2.5684 3.2716 0.2797
H -0.5484 4.0008 -0.7441
H -1.3880 2.8688 -1.6030
H 1.6476 2.2699 1.0347
H 1.0615 3.6910 0.8850
H 2.3609 3.1169 -0.3611
C 1.6547 0.3884 6.0065
C 0.6164 -0.7492 5.7390
O 0.6303 -0.6462 4.3273
C 0.8671 0.5974 3.9535
O 0.6972 1.0120 2.8262
O 1.3335 1.2380 4.9931
H 2.7160 0.1422 6.0398
H 1.3201 0.7835 6.9657
H -0.3813 -0.8246 6.1715
H 1.1064 -1.6832 6.0140

---

# 2
22
Properties=species:S:1:pos:R:3 method="wB97M-V/def2-TZVPD" e_tot_ha=-420.6352 gap_ev="1.88 / 8.73" charge=-1 multiplicity=2 homo_energy_ha="0.0483 / -0.2036"
C -1.0786 -2.7505 -1.0301
C -2.0237 -1.8137 -0.1862
C -1.5009 -0.4878 0.0272
C -1.5807 0.4104 -0.9096
N -1.0375 -0.3199 1.3993
N -1.2369 -2.5789 -2.4740
H -0.1853 -2.4112 -0.7301
H -1.1579 -3.7840 -0.8587
H -2.0451 -2.3249 0.9236
H -3.0408 -1.8533 -0.6087
H -1.4107 1.5680 -0.7287
H -2.2460 0.3816 -1.6760
H -0.4982 -1.1770 1.7188
H -0.5886 0.5163 1.5026
H -1.7224 -1.9221 -2.9408
H -0.5330 -2.9607 -3.0282
H 6.9907 2.4141 1.1738
H 7.1872 1.6043 -0.0907
O 6.9813 1.5419 0.7708
H -0.3820 4.8943 2.6351
H 0.8277 5.7102 2.8542
O 0.2811 5.3429 2.2565

---

# 3
14
Properties=species:S:1:pos:R:3 method="wB97M-V/def2-TZVPD" e_tot_ha=-572.6015 gap_ev=9.94 smiles=C[C@H](N)CS homo_energy_ha=-0.3317
C -0.9484 -0.6961 -1.2519
C 0.2254 -0.4869 -0.1533
N -0.0029 -1.2782 1.0679
C 0.3919 1.1292 -0.0051
S 1.7231 1.3090 1.2110
H -0.6694 -0.3845 -2.2441
H -1.3010 -1.7581 -1.3080
H -1.7459 -0.0040 -1.0165
H 1.1405 -0.9952 -0.5662
H 0.4118 -0.8718 1.8998
H -0.9489 -1.6206 1.3385
H -0.4103 1.5136 0.5746
H 0.4044 1.4562 -0.9629
H 1.7297 2.6873 1.4161

---

# 4
8
Properties=species:S:1:pos:R:3 method="wB97M-V/def2-TZVPD" e_tot_ha=-738.4136 gap_ev=12.43 smiles="O=CO[SH](=O)=O" homo_energy_ha=-0.4446
O 2.5381 -0.6626 -0.0927
C 1.5065 -0.1393 -0.2528
O 0.3160 -0.5188 0.5557
S -1.1274 0.0361 0.1669
O -0.9908 1.0771 -0.7928
O -2.0135 -1.0468 -0.0423
H 1.1981 0.6571 -0.9366
H -1.4270 0.5972 1.3946

---

# 5
136
Properties=species:S:1:pos:R:3 method="wB97M-V/def2-TZVPD" e_tot_ha=-2311.7607 gap_ev=9.55 smiles=COC[C@H](C)N.COC[C@H](C)N.COC[C@H](C)N.COC[C@H](C)N.COC[C@H](C)N.COC[C@H](C)N.COC[C@H](C)N.COC[C@H](C)N homo_energy_ha=-0.3262
C 0.0198 10.3170 9.2707
O -1.1478 9.5169 9.2224
C -1.0044 8.2888 9.9494
C 0.0277 7.3846 9.3239
C -0.2535 6.9695 7.8795
N 0.2039 6.1220 10.0893
H 0.4674 10.3405 10.2647
H -0.2525 11.3411 9.0095
H 0.7389 10.0420 8.4958
H -0.8019 8.4889 11.0057
H -2.0073 7.8592 9.8658
H 0.9911 7.8933 9.4144
H 0.3344 6.1047 7.5828
H 0.0633 7.7579 7.1926
H -1.3247 6.7967 7.7802
H 0.1010 6.3011 11.0907
H -0.5441 5.4385 9.9971
C -5.2834 5.0856 12.1646
O -4.7465 6.1182 12.9428
C -5.5555 7.3000 12.9999
C -5.1005 8.1014 14.2238
C -5.4201 7.3989 15.5431
N -5.7259 9.4489 14.2157
H -6.3489 4.9003 12.3237
H -4.6761 4.1944 12.3148
H -5.1700 5.2917 11.0887
H -5.3408 7.8839 12.0959
H -6.6027 6.9888 12.9200
H -4.0259 8.2416 14.0878
H -4.6788 6.6132 15.7300
H -6.3290 6.8450 15.2942
H -5.3604 7.9736 16.4619
H -5.7585 9.6899 13.2238
H -6.7071 9.3331 14.4657
C -6.2846 3.2536 7.1957
O -5.1089 3.8494 6.6657
C -5.3180 4.8771 5.7367
C -4.0134 5.1240 4.9739
C -3.5101 3.9280 4.1468
N -2.8333 5.5039 5.8052
H -6.0280 2.2622 7.5621
H -7.0747 3.1802 6.4433
H -6.6093 3.9175 8.0050
H -6.0621 4.6491 4.9597
H -5.7130 5.7762 6.2171
H -4.1680 6.0165 4.3590
H -3.2761 3.1017 4.8197
H -2.6267 4.1371 3.5500
H -4.3136 3.6168 3.4716
H -3.1651 6.1887 6.4818
H -2.5396 4.6530 6.2803
C 4.3318 1.2180 9.0529
O 4.3739 -0.1707 9.0425
C 3.7037 -0.8304 7.9844
C 2.2233 -1.0829 8.3235
C 1.8766 -1.7303 9.6673
N 1.5756 -1.7332 7.1700
H 3.5153 1.7204 8.5181
H 5.2951 1.6726 8.7969
H 4.1232 1.5753 10.0740
H 3.8017 -0.3217 7.0256
H 4.1848 -1.8157 7.9363
H 1.9102 -0.0284 8.2509
H 0.8597 -2.1302 9.6815
H 2.0565 -1.0160 10.4651
H 2.4414 -2.6661 9.7452
H 1.8979 -2.7003 7.1342
H 0.6059 -1.7824 7.4768
C -3.7897 9.2735 6.0958
O -4.7011 8.8319 7.0764
C -4.0120 8.5232 8.2734
C -5.0064 7.9539 9.2698
C -5.7420 6.7131 8.7837
N -5.9653 8.9285 9.8278
H -4.1570 9.3172 5.0667
H -2.8664 8.6976 5.9602
H -3.5436 10.3102 6.3628
H -3.2947 7.7263 8.0449
H -3.5233 9.3657 8.7715
H -4.5481 7.5829 10.1996
H -5.0667 5.8917 8.5302
H -6.2008 7.0227 7.8379
H -6.4999 6.3282 9.4622
H -5.4983 9.8112 10.0332
H -6.5568 9.2249 9.0445
C -3.2587 -1.5072 9.7883
O -3.2524 -1.4326 8.3840
C -4.5372 -1.0014 7.9093
C -4.5519 -0.7954 6.4119
C -3.8232 0.4916 6.0442
N -5.9645 -0.7474 6.0663
H -3.6515 -0.5906 10.2457
H -2.2425 -1.6512 10.1512
H -3.8899 -2.3321 10.1398
H -5.2388 -1.7984 8.1837
H -4.7776 -0.0845 8.4584
H -4.1108 -1.6738 5.9234
H -3.7079 0.6914 4.9777
H -2.8246 0.5427 6.4695
H -4.5235 1.2363 6.4310
H -6.2470 -0.3770 5.1728
H -6.5070 -1.5754 6.2504
C 0.4245 1.0233 12.3479
O -0.3606 0.7493 13.5002
C -0.6059 1.9524 14.2203
C -2.0721 1.9999 14.6885
C -3.1342 1.7118 13.6359
N -2.3676 3.2564 15.3620
H -0.0051 1.8086 11.7157
H 0.4926 0.1170 11.7477
H 1.4003 1.3433 12.7322
H -0.0052 1.9110 15.1361
H -0.2726 2.8690 13.7267
H -2.0944 1.1998 15.4422
H -3.3285 2.4876 12.8925
H -4.1319 1.5678 14.0592
H -2.8802 0.8216 13.0582
H -3.3327 3.2327 15.6694
H -1.7929 3.3579 16.1919
C -0.3987 1.8790 7.2877
O -1.3764 2.9106 7.3799
C -1.3071 3.6792 8.5662
C -1.9903 3.0819 9.8026
C -3.4070 2.6462 9.4469
N -1.9496 3.9472 10.9943
H -0.3964 1.2507 8.1848
H 0.5597 2.3984 7.2144
H -0.6136 1.2175 6.4539
H -0.2618 3.8995 8.8089
H -1.7955 4.5870 8.1996
H -1.3601 2.2332 10.0900
H -3.4651 1.8646 8.6909
H -3.9509 3.5278 9.0918
H -3.9508 2.3002 10.3322
H -2.0108 3.2910 11.7620
H -2.7984 4.5052 10.9923

---

# 6
17
Properties=species:S:1:pos:R:3 method="wB97M-V/def2-TZVPD" e_tot_ha=-359.8985 gap_ev=8.56 smiles="C[C@]12C[C@@H]1N=CNN2" homo_energy_ha=-0.2880
C 0.3637 -1.9389 0.1721
C 0.7458 -0.4918 -0.0720
C 1.7770 0.1384 0.9812
C 0.2719 0.7007 0.8932
N -1.1448 0.5886 1.1058
C -1.7652 0.8007 -0.1700
N -0.9142 0.8086 -1.2743
N 0.5368 -0.0234 -1.2940
H 1.0372 -2.5530 -0.1395
H 0.4071 -2.3543 1.1927
H -0.5509 -2.4829 -0.4249
H 2.2163 -0.4886 1.7429
H 2.4132 0.9687 0.8455
H 0.5722 1.7025 0.8059
H -2.8327 0.9298 -0.3936
H -1.3331 0.2483 -2.1854
H 0.3668 -0.8427 -2.0318